Density functional theory data (ωB97M-V/def2-TZVPD) for a molecular structure, C36H44F2N6O2PTi in a non-equilibrium geometry.

Each line ends with the Mulliken charge.
Geometry (Å):
Ti 0.5535 -0.0303 -0.3727  -0.5592
C -1.0232 2.8694 1.2426  -1.5569
C -0.5144 2.5304 2.6406  0.4056
C 0.9433 2.9119 2.8840  -1.1965
C -0.8714 1.1141 3.0872  0.5343
C -1.7717 1.0832 4.1526  -1.2443
C -2.1763 -0.0959 4.7417  -1.5373
C -1.6652 -1.2781 4.2566  -1.3509
C -0.7574 -1.3284 3.1963  0.7420
C -0.3789 -2.7547 2.8124  0.5995
C -1.2785 -3.2089 1.6546  -1.3223
C 1.0981 -3.0803 2.6348  -1.4685
C -0.3726 -0.1117 2.5862  -0.7520
N 0.6570 -0.1037 1.5259  2.4755
C 1.9926 -0.1168 2.0231  -0.2298
C 2.3712 -0.0901 3.3664  -0.7204
C 3.7136 -0.0785 3.7139  -0.8822
C 4.7171 -0.0871 2.7515  -0.8487
C 4.3790 -0.1007 1.4035  -1.0914
C 3.0406 -0.1186 1.1244  0.7018
F 2.6182 -0.0854 -0.2421  0.3141
H -2.1019 2.6849 1.2113  0.3775
H -0.5511 2.2606 0.4698  0.2245
H -0.8409 3.9188 1.0045  0.5767
H -1.0884 3.1762 3.3052  0.7970
H 1.6330 2.3509 2.2614  -0.0239
H 1.2115 2.7194 3.9226  0.3914
H 1.0939 3.9760 2.6942  0.5219
H -2.1455 2.0214 4.5415  0.4902
H -2.8633 -0.0914 5.5770  0.4608
H -1.9612 -2.2102 4.7198  0.5107
H -0.6795 -3.3511 3.6746  0.7022
H -1.3313 -2.4454 0.8775  0.0047
H -2.2948 -3.3784 2.0119  0.5115
H -0.9134 -4.1358 1.2099  0.3764
H 1.5389 -2.6057 1.7689  0.0390
H 1.2084 -4.1587 2.5118  0.5162
H 1.6707 -2.7929 3.5169  0.3587
H 1.6093 -0.0860 4.1335  0.6340
H 3.9815 -0.0632 4.7614  0.5442
H 5.7580 -0.0803 3.0416  0.4998
H 5.1185 -0.1004 0.6143  0.6278
N -0.1829 2.0773 -2.8705  0.6961
C 0.4543 0.9835 -3.5017  -0.0559
C 0.4275 0.9162 -4.8934  -1.2506
C 1.1095 -0.1040 -5.5253  -0.6313
C 1.8131 -1.0146 -4.7461  -1.1816
C 1.7503 -0.8933 -3.3771  -0.1196
N 1.0494 0.0662 -2.7361  1.0589
C 0.5525 2.8026 -1.9097  0.6169
C 0.5977 4.1903 -1.9944  -1.2758
C 1.4117 4.8840 -1.1221  -0.8059
C 2.1774 4.1710 -0.2063  -1.1446
C 2.0409 2.8043 -0.1678  -1.0432
N 1.2100 2.1144 -0.9749  0.9232
H -0.5437 2.7128 -3.5697  0.5234
H -0.0718 1.6886 -5.4657  0.4947
H 1.1227 -0.1678 -6.6054  0.5023
H 2.3993 -1.8058 -5.1902  0.5354
H 2.2707 -1.5979 -2.7487  0.3776
H 0.0474 4.7077 -2.7700  0.4889
H 1.4790 5.9623 -1.1795  0.4767
H 2.8624 4.6656 0.4668  0.6086
H 2.6166 2.2219 0.5368  0.8015
F 0.8696 -5.9333 -2.2131  -0.3385
C 0.8060 -4.6833 -1.7726  -0.5788
C -0.3910 -3.9953 -1.8816  -0.6008
C -0.4476 -2.6872 -1.4288  -0.1121
C 0.6570 -2.0422 -0.8570  3.8607
C 1.8351 -2.7916 -0.7541  -0.7387
C 1.9218 -4.1025 -1.2016  -0.6993
H -1.2547 -4.5164 -2.2756  0.4782
H -1.4127 -2.1894 -1.4469  -1.1365
H 2.7308 -2.3692 -0.3162  0.0791
H 2.8358 -4.6739 -1.1080  0.5398
N -4.6161 1.9690 -0.8597  -0.1294
C -3.3299 1.8620 -1.6414  -0.9022
P -2.7282 0.1226 -1.4508  1.4659
O -3.8275 -0.5879 -0.7354  -1.0870
O -1.3321 0.1719 -0.8670  -0.4878
C -2.6419 -0.7416 -3.0856  -0.8025
N -3.3638 -2.0539 -2.9084  -0.0665
H -4.7915 1.0356 -0.4283  0.4083
H -5.4173 2.2113 -1.4447  0.3751
H -4.5569 2.6705 -0.1185  0.3556
H -2.5975 2.5370 -1.2061  -0.0306
H -3.5032 2.1533 -2.6748  0.5438
H -1.6150 -0.9365 -3.3866  0.1979
H -3.1379 -0.1715 -3.8690  0.6815
H -3.9825 -2.2744 -3.6908  0.4442
H -3.9249 -1.9872 -2.0348  0.4048
H -2.7047 -2.8294 -2.8049  0.1259

Calculated values
Kohn-Sham gap in eV: 7.043
Energy relative to the best compared isomer or geometry (same formula, charge and spin) in kJ/mol: 97.7
E_LUMO in eV: -8.496
M in g mol⁻¹: 709.625
Charge: +3
Spin multiplicity: 1